No. 1
18
Properties=species:S:1:pos:R:3 method="wB97M-V/def2-TZVPD" relative_energy_kj_mol=193.0 orbital_gap_ev=10.1 e_homo_ev=-9.5468 total_charge=0 smiles="NCCC=O.O.O" lumo_ev=0.540
C 0.7698 -1.9910 -0.7542
C 0.2166 -0.5743 -0.4017
C 1.3310 0.4291 -0.0010
O 1.0437 1.3539 0.7066
N 1.9657 -2.4434 -0.0435
H 1.0387 -1.9413 -1.8164
H -0.0018 -2.7594 -0.7799
H -0.6382 -0.5847 0.2694
H -0.1718 -0.2108 -1.3574
H 2.3425 0.2201 -0.4148
H 1.6853 -2.8721 0.8319
H 2.6797 -1.7799 0.2010
H -0.7080 2.2336 1.8144
H -1.4368 2.8589 0.7615
O -1.3355 2.9623 1.7258
H -3.4509 0.6132 -1.7259
H -3.2013 -0.0683 -0.2866
O -2.9204 -0.0243 -1.2147

=====

No. 2
7
Properties=species:S:1:pos:R:3 method="wB97M-V/def2-TZVPD" relative_energy_kj_mol=241.5 orbital_gap_ev="6.9 / 6.9" e_homo_ev="-8.9476 / -8.9524" total_charge=0 lumo_ev="-2.083 / -2.079"
C 0.8964 0.3282 0.0183
N -1.2651 -1.5464 0.3141
O 0.7380 -0.5225 -1.0772
P -0.3751 1.5939 -0.0528
P -2.2287 1.0467 0.3220
S 0.1975 -1.4664 0.2828
H 2.0371 0.5665 0.1928